The following is a DFT calculation (ωB97M-V/def2-TZVPD) of 2 unconnected molecules or ions with the total composition C5H10NO4P.

Structure (XYZ):
```
21
Properties=species:S:1:pos:R:3:forces:R:3
C 1.242408 -0.170704 -0.686462 -1.524 1.595 -1.634
C -1.000971 2.241859 -1.310593 0.623 0.292 0.061
C 2.771156 -1.382302 0.770540 -0.042 0.223 -0.367
C 0.366781 -1.361947 1.241863 -0.320 0.091 0.052
C -1.298888 0.800574 -1.132843 0.203 -0.648 0.322
N 1.440989 -0.938553 0.388656 0.795 -0.691 0.785
O -3.699233 0.988025 -0.667712 0.630 -0.014 -0.048
O -2.624839 -1.112409 0.347879 0.241 -0.078 -0.114
O 2.165979 0.203477 -1.428721 -0.178 -0.292 0.494
O -2.214322 1.173461 1.428491 0.360 0.196 0.033
P -2.553334 0.392085 0.180944 -1.150 -0.133 -0.080
H 0.019544 2.377831 -1.683862 0.019 0.046 -0.026
H -1.685159 2.714457 -2.026928 -0.050 -0.222 0.052
H -1.114319 2.730930 -0.344651 0.049 0.153 0.027
H 3.468644 -0.956874 0.044985 0.018 -0.067 0.083
H 3.034199 -1.033346 1.776983 -0.055 -0.037 0.011
H 2.848228 -2.477919 0.749560 -0.028 0.029 0.054
H 0.345536 -2.458921 1.303173 -0.066 0.021 -0.001
H 0.498627 -0.961694 2.253384 -0.001 -0.001 0.054
H -0.593115 -1.005769 0.851393 0.166 -0.287 0.123
H -1.417910 0.237738 -2.056078 0.312 -0.174 0.117
```
Forces are in eV/Å.

Summary:
**Electronic energy**: -893.55490 Eh
**Orbital gap (spin up / spin down)**: 0.20899 / 0.20042 Ha
**Charge**: -2
**Energy above the lowest of the compared OMol25 structures with the same formula, charge and spin**: 3.048 eV